{"formula": "C33H32BrO3S", "method": "ωB97M-V/def2-TZVPD", "lumo_energy_ev": -4.661, "orbital_gap_ha": 0.2043, "spin_multiplicity": 1, "charge": 1, "energy_ha": -4474.29715, "symbols": ["H", "C", "H", "C", "H", "C", "H", "C", "H", "H", "C", "H", "C", "O", "H", "C", "H", "H", "C", "C", "C", "C", "C", "C", "H", "H", "C", "H", "O", "H", "C", "Br", "H", "H", "C", "C", "H", "H", "H", "C", "C", "H", "C", "C", "C", "H", "H", "C", "C", "C", "H", "C", "C", "H", "H", "C", "H", "H", "H", "H", "C", "C", "H", "S", "H", "C", "C", "O", "H", "C"], "coordinates": [[4.520, 4.444, -1.890], [1.904, -1.861, 2.070], [-1.139, -2.753, -2.851], [-2.221, 3.408, -3.179], [-1.791, 3.147, 0.485], [-2.718, -2.399, -4.289], [-2.279, -3.049, -5.048], [-2.281, 3.460, -0.441], [-3.310, 3.370, -3.291], [0.319, -4.279, 0.246], [5.536, -3.898, 2.746], [-1.878, 4.426, -2.964], [-2.078, -2.235, -3.059], [-2.682, 1.464, 4.973], [2.362, -5.535, 0.944], [-1.349, 0.489, 1.670], [-2.552, -0.492, -0.114], [1.754, -0.851, 2.455], [0.885, -2.466, 1.293], [4.169, 3.416, -1.852], [-3.923, -1.735, -4.562], [-0.986, -1.267, 3.305], [-2.629, -1.367, -2.078], [3.251, 0.765, -1.767], [-3.370, 3.373, -0.348], [-3.498, 3.150, 5.708], [3.282, -3.833, 1.887], [5.279, -3.483, 3.731], [0.509, 0.304, -1.537], [-1.780, -0.907, 5.277], [2.797, 3.143, -1.804], [6.939, 2.712, -1.880], [-2.309, 2.284, 2.403], [-1.730, 3.001, -4.068], [0.853, 1.497, -1.665], [-1.632, -0.527, 4.268], [-0.361, -2.486, -1.021], [6.284, -4.684, 2.858], [-1.182, 0.883, 0.663], [-0.085, 2.562, -1.736], [-2.011, -1.152, -0.793], [-2.246, 3.464, 4.461], [-3.846, -0.694, -2.378], [4.625, 1.027, -1.826], [5.087, 2.356, -1.848], [0.217, 3.607, -1.791], [2.890, -0.263, -1.733], [-1.951, 1.279, 2.642], [3.118, -2.488, 2.289], [2.319, 1.826, -1.752], [5.341, 0.208, -1.851], [-3.098, 2.829, 4.745], [-0.309, -1.692, 0.949], [-0.577, -2.244, 3.562], [-3.883, 2.880, 3.976], [-0.882, -1.813, -0.335], [3.931, -1.957, 2.788], [-4.260, -0.011, -1.631], [-5.443, -0.399, -3.779], [2.089, 3.970, -1.807], [-2.105, 0.771, 3.955], [2.231, -4.486, 1.197], [-1.989, 4.478, -0.717], [-1.768, 2.317, -1.777], [5.924, -3.103, 2.093], [1.092, -3.791, 0.841], [-0.884, -0.808, 1.966], [4.404, -4.562, 2.138], [-4.405, -1.839, -5.535], [-4.494, -0.899, -3.590]], "forces_ev_per_a": [[0.0, -0.2, 0.0], [-0.2, 0.1, -0.2], [-0.4, 0.2, -0.2], [-0.5, -0.5, 0.2], [-0.1, 0.0, -0.4], [0.0, 0.1, 0.2], [-0.1, 0.2, 0.3], [-0.7, -0.3, -0.2], [0.2, 0.2, -0.1], [0.2, 0.0, 0.2], [-0.2, -0.1, -0.1], [0.0, -0.3, -0.1], [-0.3, 0.4, 0.0], [0.3, 0.0, -0.7], [0.0, 0.2, -0.1], [0.0, -0.1, 0.0], [0.1, -0.2, -0.2], [0.0, -0.2, -0.2], [-0.1, 0.1, 0.1], [0.0, -0.4, 0.0], [0.2, 0.2, 0.4], [0.0, 0.0, -0.3], [-0.3, 0.0, -0.9], [0.1, 0.6, 0.0], [0.2, 0.2, 0.1], [0.1, 0.0, -0.3], [0.2, 0.2, 0.2], [0.0, -0.2, -0.3], [0.1, 0.2, 0.0], [0.1, 0.1, -0.2], [0.3, -0.3, 0.0], [-0.1, 0.0, 0.0], [0.2, -0.4, 0.1], [-0.1, 0.1, 0.3], [-0.8, -0.2, 0.0], [-0.1, 0.6, -0.1], [-0.1, 0.3, 0.2], [-0.1, 0.2, 0.0], [0.0, -0.1, 0.4], [0.7, 0.0, 0.0], [0.4, -0.9, 0.6], [-0.2, -0.2, 0.1], [0.5, -0.4, 0.1], [-0.2, 0.4, 0.1], [-1.0, -0.3, 0.0], [-0.2, -0.3, 0.0], [0.0, 0.3, 0.0], [-0.1, -0.1, 0.5], [0.1, -0.5, 0.0], [0.7, -0.1, 0.1], [-0.2, 0.2, 0.0], [0.1, -0.4, 0.0], [0.0, 0.2, 0.2], [-0.2, 0.2, -0.1], [0.2, 0.0, 0.2], [-0.3, -0.1, -0.3], [-0.4, -0.2, -0.1], [0.0, -0.3, -0.2], [0.3, -0.1, 0.0], [0.4, -0.1, 0.0], [-0.1, 0.2, -0.1], [0.3, 0.1, 0.1], [0.0, -0.3, 0.1], [1.2, 1.3, 0.1], [-0.2, -0.2, 0.1], [0.1, 0.2, 0.1], [0.3, 0.3, 0.2], [-0.5, 0.7, -0.1], [0.1, -0.1, 0.3], [0.1, 0.0, 0.0]]}

{"formula": "C33H32N3S", "method": "ωB97M-V/def2-TZVPD", "lumo_energy_ev": -4.294, "de_lowest_kj_mol": 18.15, "orbital_gap_ha": 0.2146, "spin_multiplicity": 1, "charge": 1, "energy_ha": -1838.98076, "symbols": ["H", "H", "N", "C", "N", "C", "H", "C", "C", "H", "C", "H", "H", "C", "H", "H", "H", "C", "C", "H", "H", "H", "H", "H", "H", "N", "C", "H", "C", "C", "H", "C", "H", "C", "C", "C", "C", "C", "H", "H", "C", "C", "C", "C", "C", "C", "H", "C", "C", "H", "C", "C", "H", "C", "C", "C", "S", "H", "C", "C", "H", "H", "H", "H", "H", "H", "C", "H", "H"], "coordinates": [[1.154, -2.108, 2.591], [0.565, -0.415, -3.757], [2.528, -1.454, 1.114], [-0.773, -3.275, 1.168], [1.030, -0.148, -0.212], [-2.280, 0.591, -5.360], [-1.155, -5.266, 1.910], [-2.274, 0.010, 0.882], [-3.450, 3.787, -2.762], [6.202, -3.018, 3.489], [-1.909, -3.409, 0.162], [1.975, -3.375, 1.668], [-0.664, -1.123, -0.741], [-3.138, 0.493, 1.866], [0.373, -4.602, 2.485], [-4.077, 3.838, -1.863], [0.230, -5.177, 0.804], [-0.472, -0.061, 2.497], [-0.294, -4.657, 1.617], [-3.161, 4.808, -3.047], [-2.610, -0.109, -0.153], [-4.172, 0.720, 1.601], [-2.655, 5.068, -0.911], [-2.884, 0.374, -6.241], [-2.655, -4.114, 0.546], [-2.268, 2.962, -2.505], [-0.729, 1.164, -3.068], [1.015, 0.996, -1.827], [-1.457, 3.344, -1.452], [4.590, -0.404, 1.104], [6.509, 0.548, 1.040], [2.208, -0.418, 0.279], [-0.960, 0.558, 4.500], [-2.693, 1.593, -4.483], [-1.929, 1.918, -3.346], [5.741, -2.281, 2.831], [-1.344, 0.405, 3.489], [-0.083, -1.016, 0.181], [-1.155, -2.748, 2.061], [-3.366, 1.002, 3.956], [0.363, -2.424, 0.599], [-2.681, 0.661, 3.178], [4.380, -2.392, 2.505], [0.549, 3.010, -0.077], [5.937, -0.279, 1.452], [-1.754, 4.490, -0.699], [-1.121, 5.832, 0.854], [3.833, -1.450, 1.631], [-0.272, 2.579, -1.147], [-3.619, 2.119, -4.715], [-0.961, -0.332, 1.219], [6.510, -1.230, 2.310], [7.566, -1.152, 2.573], [-1.099, -0.130, -5.109], [-0.893, 4.916, 0.309], [0.262, 4.173, 0.620], [3.639, 0.585, 0.019], [1.418, 2.396, 0.165], [-0.348, 0.142, -3.975], [0.044, 1.463, -1.930], [-1.531, -3.797, -0.794], [0.934, 4.520, 1.405], [-0.781, -0.902, -5.811], [3.760, -3.195, 2.909], [0.589, -0.201, 2.720], [-4.050, 3.363, -3.562], [1.505, -2.390, 1.582], [-2.416, -2.457, -0.019], [0.719, -2.920, -0.323]], "forces_ev_per_a": [[0.1, -0.1, -0.3], [-0.3, 0.1, -0.1], [0.0, -0.3, 0.6], [-0.2, 0.1, 0.2], [2.0, -0.7, 1.2], [-0.1, 0.7, 0.8], [0.2, 0.1, -0.1], [0.1, 0.0, 0.4], [-0.4, 0.2, -0.1], [-0.2, 0.3, -0.2], [-0.2, -0.1, 0.0], [-0.1, 0.2, -0.1], [-0.2, -0.1, 0.2], [0.1, 0.0, 0.0], [-0.1, -0.1, -0.2], [0.2, -0.1, -0.2], [-0.1, 0.1, 0.1], [-0.4, 0.2, 0.2], [0.0, -0.1, 0.0], [0.0, -0.3, 0.0], [0.0, -0.1, 0.4], [0.3, 0.0, 0.2], [0.5, -0.2, 0.2], [0.2, 0.1, 0.2], [0.0, 0.1, -0.1], [0.3, -0.1, 0.0], [-0.8, 0.2, 0.2], [-0.5, 0.1, 0.0], [0.4, -0.8, -0.2], [0.7, -0.4, 0.6], [0.1, -0.2, 0.1], [-1.4, -0.1, 0.1], [-0.2, 0.0, -0.3], [-0.2, -0.5, -0.8], [0.4, 0.0, 0.5], [-0.3, 0.3, -0.3], [0.2, 0.0, -0.3], [0.2, 0.3, -0.2], [0.0, -0.2, -0.2], [0.2, -0.1, -0.2], [-0.2, -0.5, -0.3], [0.0, 0.0, -0.1], [0.3, 0.2, -0.1], [0.1, 0.6, 0.4], [-0.3, -0.1, 0.0], [0.0, 0.7, 0.6], [0.0, -0.3, -0.1], [-0.2, -0.2, -0.3], [-0.9, 0.2, 0.1], [0.4, -0.3, 0.0], [0.1, 0.2, -0.4], [-0.3, 0.0, -0.1], [-0.3, 0.0, -0.1], [0.7, -0.1, 0.5], [-0.4, -0.5, -0.7], [0.4, -0.6, -0.2], [-0.1, 0.1, -0.2], [-0.3, 0.3, 0.0], [-0.3, -0.2, -0.7], [0.3, 1.4, -1.7], [-0.1, 0.0, 0.1], [-0.2, -0.2, -0.2], [-0.1, 0.2, 0.3], [0.3, 0.2, -0.1], [-0.4, 0.0, 0.0], [0.1, 0.1, 0.3], [0.6, 0.2, 0.1], [0.1, -0.2, 0.0], [0.0, 0.1, 0.2]]}

Question: Which value of charge does entry 2 give?
Answer: +1

Question: Which formula does entry 1 have?
Answer: C33H32BrO3S